1.
38
Properties=species:S:1:pos:R:3 method="wB97M-V/def2-TZVPD" total_energy_ha=-993.8822 e_above_lowest_kcal_mol=49.8 homo_lumo_gap_ha=0.3272 total_charge=-1 lumo_ev=2.954
C -0.4866 -1.7998 0.2200
O -0.1199 -2.1315 1.5208
C 0.1313 -0.4265 -0.2143
C -0.6828 0.8303 -0.0425
C 0.4045 1.9073 -0.0874
O 1.1049 2.1104 0.8760
O 0.5126 2.4143 -1.2237
H 0.1326 -2.6289 -0.3850
H -1.6075 -1.8625 0.0434
H 0.4480 -0.4160 -1.2218
H 1.0902 -0.4340 0.2919
H -1.4568 1.0519 -0.7703
H -1.2723 0.8193 0.9294
H 2.5722 1.4153 1.8877
H 1.0528 1.7082 -3.8466
H 0.5666 1.2696 -2.5125
O 0.8180 0.8529 -3.4078
H 0.8258 -1.8477 1.8266
H 2.5985 -2.2894 0.5407
O 2.5270 -2.0054 1.4096
H 0.3496 1.0669 2.4670
H -0.1529 -0.4595 2.4550
O 0.1936 0.2335 3.0221
H 2.7311 -1.5310 -2.8664
H 1.6395 -0.7098 -2.3196
O 2.2429 -1.4500 -2.0523
H -3.3109 0.3523 1.1769
H -3.8967 1.5590 0.4385
O -3.8883 0.7105 0.5064
H -1.9734 -1.0169 2.0127
H -1.7321 0.3592 2.6130
O -2.4854 -0.1984 2.5608
H 2.9568 -1.1353 1.4798
H 3.1019 1.2603 0.4753
O 3.3496 0.9262 1.3752
H -3.1779 0.9577 -2.5074
H -2.2483 -0.1102 -3.3134
O -2.8581 0.6478 -3.3581

***

2.
49
Properties=species:S:1:pos:R:3 method="wB97M-V/def2-TZVPD" total_energy_ha=-1696.7700 e_above_lowest_kcal_mol=61.4 homo_lumo_gap_ha=0.3393 total_charge=-1 lumo_ev=1.479
O 2.9524 -0.5919 -1.4890
C 2.1534 -1.1549 -0.7200
O 0.9594 -1.3859 -1.0520
B 0.2314 -1.5959 0.1920
O 1.1984 -1.5249 1.2810
C 2.3044 -1.2239 0.7390
O 3.2594 -0.7429 1.3590
O -0.4956 -2.8609 0.1710
C -1.7016 -2.5509 0.2180
O -2.5166 -3.4459 0.2560
C -1.9086 -1.1579 0.4270
O -0.8496 -0.5679 0.2920
O -3.0206 -0.6049 0.4750
O 3.3374 2.3421 -2.0120
H 2.9464 3.1601 -1.7830
H 3.4264 1.8821 -1.1840
O 2.3994 -0.2679 -4.0850
H 2.6014 -0.5159 -3.2100
H 1.6954 -0.8979 -4.3060
O -5.1706 -2.6389 -0.2610
H -4.3096 -3.1279 -0.1710
H -5.4646 -2.8689 -1.1190
O -2.3156 2.2631 -0.0430
H -2.0526 1.3241 0.0110
H -3.1166 2.3901 0.4040
O -3.5526 0.4981 2.6910
H -2.5836 0.7351 2.6860
H -3.5906 -0.0619 1.9030
O 1.1784 1.8231 0.9710
H 1.4454 2.7411 1.1810
H 0.4694 1.6771 1.6070
O 4.8254 1.2491 0.2100
H 4.4794 0.3701 0.4010
H 5.3044 1.2961 -0.6060
O 0.4814 1.4741 -1.6410
H 1.3464 1.3951 -2.0120
H 0.7304 1.5111 -0.7040
O -4.6846 0.1121 -1.8090
H -4.3726 -0.0579 -0.9700
H -4.5606 -0.7489 -2.2730
O 3.1234 1.3021 3.2080
H 3.2544 2.0761 2.6770
H 3.1304 0.6161 2.5580
O -1.5596 0.2241 -2.5900
H -1.1946 -0.6459 -2.8220
H -0.7836 0.7421 -2.3210
O -0.1876 -0.6659 4.4260
H 0.3854 -0.1149 4.9260
H 0.3704 -1.1839 3.9130

***

3.
49
Properties=species:S:1:pos:R:3 method="wB97M-V/def2-TZVPD" total_energy_ha=-1696.7714 multiplicity=2 e_above_lowest_kcal_mol=0.0 homo_lumo_gap_ha="0.1368 / 0.2880" total_charge=-2 lumo_ev="4.511 / 4.507"
O -2.7375 1.2150 1.7595
C -1.6962 1.0843 1.1726
O -1.1758 -0.0377 0.6246
B 0.2012 0.1379 0.1770
O 0.3569 1.6565 0.2922
C -0.6662 2.1971 0.8828
O -0.8740 3.4061 1.1466
O 0.3499 -0.3386 -1.2235
C 1.0785 -1.4150 -1.2549
O 1.4825 -1.9484 -2.2695
C 1.4939 -1.7610 0.2002
O 1.1803 -0.6974 0.9590
O 2.1895 -2.7358 0.5498
O 0.2907 5.8800 1.3292
H 0.0711 5.0569 1.7656
H 0.9807 5.6459 0.7086
O 4.5061 -4.7905 1.7553
H 4.3111 -3.8666 1.5980
H 3.7175 -5.2537 1.4731
O -0.0265 -4.5870 -2.7011
H 0.4846 -5.3568 -2.9508
H 0.6213 -3.8883 -2.6092
O -1.4024 3.2127 4.7509
H -1.4677 2.8309 3.8755
H -0.5591 3.6656 4.7529
O 0.7818 -1.4686 -4.9883
H 0.9329 -2.3278 -5.3821
H 0.7867 -1.6326 -4.0453
O -2.3980 5.7909 0.4728
H -1.9164 5.6848 -0.3476
H -1.7215 5.7903 1.1500
O -4.3965 2.2668 3.8737
H -5.0174 2.6770 3.2716
H -3.7596 1.8351 3.3043
O -0.6448 2.2148 -2.4395
H -0.2868 1.3364 -2.3112
H -1.5886 2.1093 -2.3193
O -0.1310 -2.0399 3.9070
H -0.0366 -2.1755 2.9641
H -0.6519 -2.7854 4.2057
O 4.4592 -3.3288 -1.7112
H 4.5224 -3.9185 -0.9598
H 3.5520 -3.0234 -1.7009
O -4.8531 2.1511 -0.3928
H -5.0161 2.4939 0.4859
H -4.3360 1.3585 -0.2491
O 2.7546 -3.9473 -4.7733
H 3.1463 -4.8202 -4.8033
H 3.1077 -3.5531 -3.9757